200
Properties=species:S:1:pos:R:3:forces:R:3:lowdin_charge:R:1 method="wB97M-V/def2-TZVPD" homo_lumo_gap_ev=9.92 charge=+4 largest_force_ev_per_a=1.78
C -0.05357 1.39129 -5.13545 -0.7 -0.5 -1.0 -0.095
C -0.92009 1.67214 -3.91352 0.6 -0.5 0.2 -0.253
C -1.32059 0.38174 -3.18068 0.2 0.8 0.8 -0.261
C -2.37724 -0.44505 -3.89923 0.9 -0.4 -0.2 -0.251
P -3.06523 -1.76012 -2.86979 -0.3 0.2 -0.3 1.027
C -3.90190 -2.92239 -3.97411 -0.2 0.3 0.9 -0.266
C -5.20557 -2.38048 -4.53450 -0.8 0.1 -0.1 -0.249
C -5.87154 -3.34118 -5.52555 0.5 0.0 -0.5 -0.246
C -6.19687 -4.73200 -4.98607 -0.3 0.1 0.1 -0.090
C -4.21503 -0.91758 -1.75458 -0.1 -0.4 -0.1 -0.253
C -5.23114 -1.77710 -1.00080 0.5 -0.3 0.2 -0.224
C -4.59144 -2.75429 -0.01241 -1.0 0.1 1.1 -0.278
C -5.60542 -3.18052 1.06889 0.1 -0.5 -0.2 -0.089
C -1.77903 -2.60014 -1.92486 0.3 0.4 -0.3 -0.248
C -1.01708 -3.67628 -2.68616 0.2 -0.4 -0.6 -0.241
C -0.15028 -4.52571 -1.77711 0.9 -0.4 -0.4 -0.263
C 0.62411 -5.58374 -2.57519 -0.1 0.0 -0.2 -0.089
H 0.18331 2.26522 -5.74270 0.3 0.2 0.4 0.079
H -0.59687 0.76854 -5.86305 0.0 0.0 0.2 0.078
H 0.84017 0.80913 -4.90543 0.1 0.3 0.2 0.065
H -1.81706 2.23489 -4.18406 0.0 0.1 0.0 0.100
H -0.33933 2.24496 -3.18364 -0.2 0.2 -0.1 0.096
H -1.64961 0.67515 -2.17495 -0.3 -0.1 -0.1 0.078
H -0.40332 -0.16809 -2.94109 -0.1 -0.3 -0.4 0.094
H -1.94344 -0.96373 -4.76267 0.0 0.2 -0.1 0.107
H -3.16050 0.20989 -4.28285 -0.2 -0.2 0.1 0.108
H -4.12887 -3.76519 -3.31248 0.2 -0.3 -0.3 0.097
H -3.20012 -3.20830 -4.75780 0.0 -0.2 0.0 0.115
H -5.09204 -1.39617 -4.99834 0.2 -0.1 -0.1 0.113
H -5.91904 -2.22432 -3.72071 0.1 0.0 0.1 0.098
H -5.22364 -3.46346 -6.40188 0.1 0.1 0.1 0.114
H -6.75908 -2.85510 -5.93252 -0.1 -0.1 0.2 0.117
H -7.11203 -4.74329 -4.39014 0.0 0.1 -0.1 0.082
H -5.42072 -5.15827 -4.34813 0.2 0.0 -0.2 0.061
H -6.34064 -5.40251 -5.83047 -0.1 -0.1 0.1 0.084
H -4.70438 -0.19848 -2.41583 -0.1 0.2 0.2 0.101
H -3.59838 -0.40069 -1.01399 0.1 0.2 -0.2 0.080
H -5.87194 -2.34159 -1.67436 -0.2 0.1 0.0 0.104
H -5.85452 -1.09366 -0.42105 -0.2 0.0 -0.1 0.120
H -3.79979 -2.24997 0.55422 0.4 -0.1 -0.4 0.089
H -4.23808 -3.68551 -0.45599 0.3 0.2 -0.3 0.107
H -6.56756 -3.49570 0.66121 0.0 0.2 -0.1 0.087
H -5.78376 -2.38506 1.79248 0.0 0.0 0.0 0.063
H -5.22341 -4.06325 1.58645 0.0 0.2 0.2 0.076
H -2.21983 -2.96464 -0.99909 -0.1 -0.1 0.0 0.070
H -1.07401 -1.80895 -1.64400 -0.2 0.0 0.2 0.064
H -0.34705 -3.22847 -3.43193 -0.1 0.3 0.1 0.111
H -1.63224 -4.33478 -3.30859 -0.3 0.0 0.4 0.114
H -0.70924 -5.05692 -1.00451 -0.2 0.3 0.1 0.114
H 0.59901 -3.86947 -1.31639 -0.3 0.0 0.3 0.076
H -0.04210 -6.33706 -2.99995 0.0 0.0 0.1 0.086
H 1.35618 -6.10077 -1.95598 0.0 0.0 0.0 0.078
H 1.16202 -5.15151 -3.42446 0.0 0.1 0.1 0.073
C 4.10430 -6.11116 3.36795 0.1 0.2 0.2 -0.098
C 5.09745 -5.38957 2.45340 -1.0 0.0 -0.4 -0.239
C 4.47432 -4.18504 1.73980 0.1 0.3 0.3 -0.243
C 3.98607 -3.10693 2.72830 0.2 -0.4 0.5 -0.255
P 2.49719 -2.19268 2.33316 0.3 0.7 -0.2 1.008
C 1.12002 -3.34996 2.18774 0.7 -0.2 0.9 -0.251
C -0.22935 -2.84837 1.72721 -0.9 0.2 -0.2 -0.231
C -1.32768 -3.90960 1.95886 0.2 0.1 0.1 -0.237
C -1.91640 -3.94428 3.36978 0.1 -0.1 -0.5 -0.079
C 2.26247 -1.04190 3.69886 -0.4 -0.1 0.3 -0.264
C 3.33582 0.04961 3.81286 0.2 -0.1 -0.3 -0.233
C 3.12619 0.98558 5.00158 -0.3 -0.4 0.1 -0.242
C 3.27436 0.31860 6.36587 0.9 -0.1 0.0 -0.099
C 2.66048 -1.18284 0.84264 -0.2 -0.6 0.2 -0.250
C 2.77500 -1.99258 -0.45517 0.3 -0.2 -0.1 -0.231
C 2.16669 -1.25445 -1.64558 -0.6 -0.2 0.5 -0.249
C 2.35247 -1.95996 -2.97911 -0.3 0.2 -0.1 -0.073
H 3.08620 -6.09924 2.96717 0.1 -0.1 -0.1 0.070
H 4.06010 -5.66717 4.36478 0.0 -0.1 0.0 0.072
H 4.41128 -7.14754 3.48781 -0.1 0.0 0.1 0.084
H 5.33958 -6.08231 1.64694 0.6 0.0 0.2 0.115
H 5.97732 -5.07467 3.01009 0.2 -0.2 -0.1 0.119
H 3.65185 -4.53396 1.10965 0.0 0.0 0.0 0.092
H 5.23043 -3.74047 1.08949 -0.1 0.0 -0.2 0.110
H 4.78661 -2.41213 2.99469 -0.1 0.2 -0.3 0.104
H 3.77002 -3.56243 3.70682 -0.2 -0.1 -0.2 0.100
H 1.04284 -3.68425 3.23755 -0.1 0.0 -0.1 0.110
H 1.52287 -4.23536 1.68546 -0.3 0.1 -0.3 0.096
H -0.30051 -2.56442 0.67445 0.6 -0.1 -0.1 0.081
H -0.47652 -1.90585 2.23108 0.0 -0.1 0.1 0.088
H -0.89886 -4.88079 1.69491 -0.2 0.0 0.0 0.114
H -2.14850 -3.70615 1.26776 0.1 -0.1 -0.1 0.077
H -2.59786 -3.09580 3.47049 0.2 0.1 0.4 0.066
H -1.12416 -3.92994 4.11737 -0.2 0.1 0.2 0.064
H -2.51563 -4.84178 3.51425 0.1 0.0 0.1 0.086
H 2.23956 -1.67359 4.59507 0.0 0.1 0.0 0.094
H 1.27111 -0.58204 3.60984 0.0 0.0 -0.1 0.085
H 3.31986 0.65711 2.90286 0.0 0.0 0.0 0.092
H 4.32271 -0.42276 3.85569 0.0 0.1 0.1 0.111
H 2.11410 1.39918 4.91690 0.1 0.2 -0.1 0.104
H 3.84343 1.80054 4.91255 -0.1 0.1 0.0 0.115
H 2.85958 -0.68966 6.39773 -0.4 0.2 0.2 0.056
H 2.89050 0.94572 7.16731 -0.3 -0.1 0.0 0.083
H 4.33102 0.17097 6.61617 0.0 0.1 -0.2 0.086
H 3.53623 -0.55284 1.00218 -0.1 0.2 -0.1 0.090
H 1.74227 -0.58102 0.88019 0.2 0.2 -0.2 0.083
H 2.31393 -2.97986 -0.33961 -0.2 0.1 -0.1 0.087
H 3.82642 -2.23000 -0.65439 0.0 0.1 0.0 0.115
H 2.50698 -0.21333 -1.64109 0.3 -0.1 -0.2 0.095
H 1.08889 -1.15905 -1.43948 0.1 0.0 0.0 0.088
H 1.83022 -1.39073 -3.75304 0.3 0.0 -0.1 0.067
H 1.88923 -2.94869 -3.00040 0.1 0.0 0.3 0.052
H 3.40286 -2.09292 -3.24033 0.0 0.1 -0.1 0.076
C -0.38213 -0.85861 7.06655 -1.3 0.0 -0.2 -0.067
C -0.96678 -1.40366 5.75647 0.7 -0.2 0.4 -0.250
C -1.40604 -0.28740 4.79458 -0.5 -1.0 0.2 -0.193
C -2.79301 0.15592 5.18340 -0.9 0.5 -0.5 -0.087
N -3.51388 1.10445 4.20450 0.9 0.4 0.1 -0.265
C -3.85638 0.47423 2.88675 -0.3 0.1 -0.1 -0.094
C -4.06721 1.65054 1.94507 -0.2 0.1 -0.3 -0.139
C -3.03256 2.69774 2.37930 0.2 -0.3 0.6 -0.114
C -2.59117 2.22020 3.78515 0.2 0.2 -0.7 -0.077
C -4.71431 1.63508 4.90860 -0.2 -0.4 -0.3 0.041
H -0.37731 -1.65417 7.80905 0.8 0.0 0.0 0.090
H -1.09392 -0.15363 7.51148 0.2 0.2 -0.1 0.079
H 0.55775 -0.34967 6.88484 0.2 -0.1 0.4 0.055
H -1.73869 -2.12920 6.02434 -0.4 0.3 -0.3 0.114
H -0.21321 -2.01727 5.25178 0.1 0.1 0.0 0.081
H -1.47839 -0.71804 3.79352 0.3 0.2 -0.1 0.085
H -0.66230 0.50354 4.83652 0.0 0.1 -0.2 0.111
H -2.85263 0.69126 6.12789 0.2 -0.2 0.2 0.139
H -3.46993 -0.69942 5.19167 0.1 -0.1 0.4 0.144
H -4.74723 -0.14330 2.99121 0.1 -0.1 0.1 0.139
H -2.99882 -0.11509 2.56384 0.0 -0.1 0.1 0.120
H -5.07800 2.05267 2.03197 0.0 -0.1 0.1 0.113
H -3.95970 1.33402 0.90706 0.1 0.0 0.0 0.106
H -3.42539 3.71182 2.39830 -0.1 0.0 0.0 0.108
H -2.13102 2.67772 1.76826 -0.1 0.1 -0.2 0.089
H -2.53042 3.01279 4.52504 -0.1 -0.2 0.2 0.147
H -1.62498 1.75605 3.63749 0.2 0.1 0.2 0.093
H -5.26969 0.78821 5.30812 0.0 0.1 0.1 0.121
H -5.35326 2.15914 4.20429 0.1 0.2 0.1 0.111
H -4.36872 2.28206 5.70717 -0.2 0.1 0.1 0.118
C 2.93508 2.58325 0.38134 0.3 1.2 -1.3 -0.072
C 3.44275 2.65180 -1.06930 -0.1 -0.8 -0.3 -0.242
C 4.81061 2.00220 -1.29290 0.5 0.1 0.6 -0.193
C 5.34688 2.26101 -2.68905 -0.1 -0.8 0.1 -0.114
N 6.60788 1.49633 -3.03532 0.0 0.8 -0.1 -0.288
C 7.16563 2.07147 -4.32080 0.3 0.2 -0.2 -0.089
C 8.67384 1.77012 -4.31866 -0.6 -0.5 0.2 -0.107
C 8.99278 1.44325 -2.84759 0.7 -0.5 0.3 -0.136
C 7.74157 1.77221 -2.06987 -0.7 0.7 0.1 -0.093
C 6.34502 0.05245 -3.18687 0.3 -0.2 0.2 0.029
H 2.75710 1.54747 0.64022 -0.1 0.0 0.4 0.038
H 2.01355 3.16079 0.34701 -0.3 -0.4 0.5 0.045
H 3.61509 3.12223 1.04250 0.1 -0.4 0.2 0.088
H 3.44929 3.66188 -1.48486 0.0 0.1 0.3 0.114
H 2.71421 2.08830 -1.67019 0.0 0.2 -0.1 0.098
H 4.76350 0.92282 -1.10959 -0.2 0.0 -0.1 0.100
H 5.50619 2.36944 -0.52873 0.0 0.2 -0.2 0.122
H 5.58124 3.30282 -2.88195 -0.2 0.1 0.2 0.137
H 4.59534 1.90666 -3.39893 0.1 0.3 -0.2 0.142
H 6.59411 1.67919 -5.15839 0.1 -0.1 0.0 0.144
H 7.02173 3.14820 -4.27929 -0.2 0.0 0.1 0.133
H 8.85759 0.90531 -4.95175 0.3 0.1 -0.1 0.121
H 9.23793 2.62344 -4.67791 0.0 0.0 -0.2 0.128
H 9.27301 0.39368 -2.72991 -0.2 0.0 -0.1 0.121
H 9.86626 1.95827 -2.45066 -0.2 0.3 -0.1 0.132
H 7.55663 1.28762 -1.11503 0.2 -0.4 -0.1 0.139
H 7.62516 2.84516 -1.88608 0.4 0.0 0.0 0.147
H 6.08575 -0.36066 -2.21687 -0.1 0.0 0.0 0.101
H 7.26182 -0.43039 -3.51577 -0.1 -0.1 -0.2 0.116
H 5.54253 -0.08309 -3.90586 0.0 -0.1 0.0 0.114
C 1.21335 6.42402 1.32020 0.4 -0.1 -0.2 -0.088
C 0.62146 5.61927 0.16702 -0.3 0.6 0.0 -0.257
C -0.64225 6.29826 -0.40545 0.3 -0.8 0.2 -0.173
C -1.34368 5.29056 -1.30127 -0.5 0.8 -0.3 -0.111
N -2.77298 5.69467 -1.67681 0.3 -0.1 0.8 -0.269
C -3.59922 5.91351 -0.45025 -0.7 0.0 1.0 -0.115
C -5.02353 5.59878 -0.86242 -0.6 0.4 -0.6 -0.132
C -4.92539 4.53629 -1.97249 0.0 0.3 0.0 -0.120
C -3.45728 4.54720 -2.38611 0.5 -0.3 -0.1 -0.094
C -2.76563 6.91479 -2.52778 0.0 -0.1 -0.5 0.042
H 0.62865 6.32921 2.23411 -0.1 0.1 0.0 0.079
H 1.32157 7.47481 1.04945 -0.1 0.0 0.1 0.085
H 2.22196 6.07198 1.54514 -0.1 -0.1 0.1 0.073
H 0.30451 4.63382 0.51750 0.3 -0.1 -0.1 0.087
H 1.37363 5.51731 -0.61864 -0.1 -0.2 0.0 0.111
H -0.39240 7.22512 -0.91638 -0.1 0.1 0.1 0.125
H -1.28156 6.47002 0.46231 -0.1 0.4 -0.1 0.115
H -1.40375 4.36039 -0.73885 -0.1 -0.3 -0.4 0.109
H -0.88383 5.18131 -2.28375 0.4 -0.3 0.2 0.144
H -3.52778 6.92637 -0.05957 0.3 0.1 -0.3 0.144
H -3.23865 5.27470 0.35846 0.1 -0.3 -0.3 0.124
H -5.46395 6.50792 -1.28200 0.1 -0.1 -0.1 0.121
H -5.72738 5.33949 -0.07469 0.4 -0.2 0.3 0.126
H -5.60409 4.80776 -2.77699 0.1 -0.2 -0.1 0.123
H -5.18368 3.53459 -1.63639 -0.1 0.0 0.1 0.110
H -3.24561 4.63952 -3.44918 -0.2 0.1 0.0 0.137
H -2.94706 3.65032 -2.03419 0.0 0.0 0.0 0.120
H -3.78792 7.13848 -2.82211 0.0 0.1 0.1 0.122
H -2.18650 6.69330 -3.42357 0.0 0.0 0.0 0.118
H -2.30431 7.75124 -2.01528 -0.1 0.0 0.2 0.112
N -0.54342 0.99566 0.58502 -0.3 0.1 0.4 -0.595
O -0.04484 1.04128 1.73029 0.1 -0.1 0.1 -0.052
O -1.17877 -0.02625 0.23449 0.0 -0.1 -0.2 -0.066
O -0.44598 1.97425 -0.17426 -0.1 0.0 -0.2 -0.040